1.
20
Properties=species:S:1:pos:R:3:forces:R:3 method="wB97M-V/def2-TZVPD" smiles=CN[C@@H](C)CCS orbital_gap_ev=9.635 homo_ev=-8.7 max_force_ev_per_a=3.5
H 0.863751 -1.655298 1.761348 1.488 -0.256 -1.078
N 1.708730 -0.158818 0.471912 0.210 -2.057 0.503
H -0.832216 -0.473364 1.054208 -0.122 0.436 0.226
H -0.003238 0.330801 -2.441104 -0.545 0.413 -0.792
H -1.714766 1.851214 1.627437 1.104 -1.259 -1.559
H -1.380799 -0.456247 -0.550498 -0.363 1.029 0.314
H -1.302092 2.511510 0.089828 0.056 -2.079 -0.098
H 0.942321 1.280869 -0.599374 -0.135 2.608 0.043
C -0.895738 0.206571 0.196816 2.620 -0.895 -0.451
H -3.638184 1.047792 1.465317 -0.596 -0.278 0.479
C -1.615730 1.490129 0.526398 -1.012 2.972 1.457
S -3.419127 1.386670 0.214618 0.047 0.058 -0.591
C 0.606492 0.327834 -0.383662 -0.262 -2.095 -0.848
H 2.664348 -0.145096 0.055024 -1.460 0.859 -0.232
C 0.613223 -0.290144 -1.839790 0.884 -1.708 2.111
H 2.653490 -1.770990 1.253881 -0.073 -0.859 0.244
H 1.708339 -0.210225 -2.160286 -1.628 -0.698 -0.051
C 1.642048 -1.612805 0.907990 -2.261 1.772 0.542
H 1.270030 -2.304477 0.115914 0.671 0.282 0.422
H 0.129110 -1.355935 -1.765973 1.375 1.754 -0.642


2.
17
Properties=species:S:1:pos:R:3:forces:R:3 method="wB97M-V/def2-TZVPD" total_charge=-1 smiles="C=CC[C@@H](N)C[O-]" orbital_gap_ev=6.795 homo_ev=-3.0 max_force_ev_per_a=3.8
H 2.168136 -0.366037 1.244829 0.140 0.252 -0.646
H 0.116235 1.972018 0.360444 2.277 0.290 -1.116
H 2.305367 -1.200581 -0.292491 0.870 -1.874 -0.815
C 2.235772 -0.223849 0.098327 -2.787 2.425 1.072
H 0.761279 -0.203160 -1.493036 -0.606 0.089 1.064
C 0.709888 0.176057 -0.420603 1.644 1.342 -0.849
H 0.104913 -0.982304 1.104910 -1.106 -1.301 -0.317
H -1.686933 -0.047533 -1.259844 0.160 -0.622 -2.081
N 0.635324 1.670210 -0.504312 -0.592 -2.607 -1.792
H 1.670158 1.537378 -0.929619 -0.132 2.678 2.285
H -0.519297 0.508767 1.164590 -0.336 0.503 0.197
H -3.553174 -1.286498 -0.422329 -0.654 0.550 0.455
C -1.671165 -0.508740 -0.321165 -0.112 -0.567 3.744
C -0.380093 -0.273404 0.420870 -0.563 -0.346 0.922
C -2.805320 -0.936639 0.287530 0.216 0.985 -1.515
O 2.999894 0.773385 -0.336337 1.020 -0.433 -0.549
H -3.090982 -0.609063 1.298237 0.561 -1.363 -0.058


3.
17
Properties=species:S:1:pos:R:3:forces:R:3 method="wB97M-V/def2-TZVPD" total_charge=+1 orbital_gap_ev=11.208 homo_ev=-14.5 max_force_ev_per_a=1.3
H 0.258150 1.263599 0.337887 0.435 -0.021 0.318
H -0.227367 -0.271231 -2.150945 0.458 0.362 0.040
N 0.504108 0.793161 -0.525271 -0.596 -0.449 0.224
O -1.259402 -2.825658 2.372936 -0.596 -0.859 0.011
H 0.870255 1.258313 3.281710 0.189 0.295 -0.313
N -1.705332 0.198244 -0.854062 -0.210 -0.199 0.708
H -2.150649 -3.012217 2.042857 0.044 0.505 -0.122
H 2.753935 0.783651 -3.742216 -0.284 -0.433 -0.059
C -0.429932 0.193457 -1.188864 -0.424 0.516 -1.138
H -2.420315 0.215249 -1.564259 0.062 -0.595 0.013
H 1.425251 0.835772 -0.919769 0.431 -0.211 -0.016
O 2.282656 0.997245 -2.926670 0.497 0.476 0.031
H -1.996852 0.289514 0.107971 -0.044 0.473 -0.042
H 2.803369 1.764499 -2.646729 -0.243 0.013 0.158
H -1.092784 -3.700411 2.763068 0.536 0.436 0.090
H -0.195084 0.253999 3.085426 -0.024 -0.041 -0.494
O 0.332594 0.886646 2.570693 -0.233 -0.266 0.588


4.
40
Properties=species:S:1:pos:R:3:forces:R:3 method="wB97M-V/def2-TZVPD" smiles="C[C@@H](CO)NC=O.O.O.O.O.O.O.O.O" orbital_gap_ev=9.590 homo_ev=-9.2 max_force_ev_per_a=5.3
O -0.878233 2.270357 2.428117 -1.382 3.262 -3.994
H -2.267076 -1.493882 1.271092 2.127 1.483 0.771
O -0.720748 -3.058121 -2.869667 -0.437 0.622 -0.944
C -0.603220 -1.297638 2.560633 -0.387 4.945 -1.378
O -1.114685 -2.513056 -0.140766 0.702 -1.570 -4.214
O 1.602400 0.137458 -2.250355 -2.823 -2.364 -3.203
O 2.741299 0.266779 0.115494 -0.230 0.669 0.845
H -0.121964 0.417429 -3.495394 2.055 1.313 0.273
N -1.515982 -0.816671 1.640653 -0.793 -3.229 1.433
O 1.638845 -1.970679 -0.309952 -0.429 -0.535 -0.053
H -0.644276 1.831490 3.171527 0.386 -2.619 3.806
O 0.234037 -0.433277 2.978077 -1.088 -3.182 -0.166
O -0.740787 -0.208975 -3.229727 -2.548 -3.835 1.652
H -2.452343 1.222483 -0.833150 0.183 -1.930 0.384
O 1.715156 1.900345 2.127401 1.380 -0.252 0.443
H 1.950726 -0.406289 -2.991964 -0.529 0.432 0.522
H -1.653980 -2.851316 -2.617333 0.845 -0.110 -1.228
H 2.127928 3.062787 0.206072 0.400 -1.317 -1.178
H -0.272406 0.631001 0.713653 -1.083 -0.347 0.348
H 2.045178 -1.892172 0.578621 -0.010 0.538 -1.369
H -2.719523 1.341718 2.468734 0.945 -0.474 -0.641
C -1.918159 1.609455 1.714167 -0.790 -1.327 1.615
H 2.180222 3.896011 -0.939097 0.375 -0.832 -0.992
H 2.350205 0.446912 -1.873078 3.735 1.851 2.270
H -0.505438 -0.810851 -2.418861 0.174 2.385 -2.598
H -2.892223 -0.619397 -0.545133 1.146 1.033 0.094
C -1.359852 0.409636 0.927764 -1.172 0.190 -1.312
O 2.328333 2.936300 -0.779763 -0.838 2.178 2.387
H -0.887663 -2.756460 -1.172739 -0.431 0.629 3.918
H -0.782240 -2.344997 2.782355 0.556 -0.236 0.598
H -1.235273 0.022746 -1.068664 0.841 -0.889 -1.584
H 2.044572 0.270329 0.827577 0.966 0.448 -0.960
H -0.479923 -2.552196 -3.706035 -0.907 -0.644 1.679
H 1.767108 -1.181508 -0.911325 0.113 -0.832 1.637
H 0.743574 1.977223 2.324689 1.333 -0.510 0.035
H 2.794382 1.197524 -0.171810 0.018 -0.360 0.596
H -2.524542 2.228536 1.081660 0.712 1.173 -0.556
H -0.200301 -2.406656 0.161835 0.199 0.136 -0.106
C -2.084136 0.170489 -0.500101 -1.221 2.986 2.157
H 2.311009 1.367134 2.744790 -2.094 1.121 -0.988


5.
8
Properties=species:S:1:pos:R:3:forces:R:3 method="wB97M-V/def2-TZVPD" total_charge=+1 orbital_gap_ev="3.394 / 7.604" homo_ev="-10.6 / -14.7" spin_multiplicity=7 max_force_ev_per_a=1.9
H -1.176003 0.063404 -0.596264 0.141 -0.326 0.238
O 1.281026 -2.145096 -1.361253 -0.228 -0.969 0.170
O -0.976317 1.405551 1.372959 -0.829 1.155 -0.626
C 0.802430 0.023923 -1.255864 -0.149 1.529 1.113
C -0.125474 0.144604 -0.291188 -1.047 0.144 -0.192
O 1.466799 -0.818713 -1.834291 1.133 -0.433 -1.328
O 0.142862 0.649543 0.898625 1.350 -0.806 -0.647
Ru -1.415321 0.676785 3.067277 -0.371 -0.294 1.272


6.
57
Properties=species:S:1:pos:R:3:forces:R:3 method="wB97M-V/def2-TZVPD" orbital_gap_ev=8.805 homo_ev=-8.3 max_force_ev_per_a=12.3
C 2.786055 3.268899 -2.709766 1.678 -5.438 -0.415
O -2.298991 -5.177679 1.187806 1.049 1.691 0.552
H 0.236913 6.759164 -2.280333 0.262 -2.320 -1.158
H 2.357316 2.854845 0.703396 -1.538 -1.984 -2.321
C 1.255697 3.080321 -4.830410 -0.622 -1.054 -1.493
H -0.710206 0.922007 3.650404 -1.083 1.768 -0.469
C -0.470805 0.529796 2.650586 1.820 0.763 3.725
H -2.684711 -5.696040 3.286894 -0.907 -0.277 -1.755
H -0.463681 2.765466 -3.600058 -1.025 -1.312 -0.483
H -0.474807 1.955704 1.129008 -1.563 1.036 -1.359
C 2.786182 1.408533 -0.999902 3.610 1.484 1.844
C 0.044659 4.706982 -3.431536 0.052 1.500 -0.138
O -0.774299 -2.312080 3.699101 3.650 -1.496 -4.789
C -3.093333 -3.747978 3.029028 -10.088 0.181 2.062
H -2.810704 -2.528221 1.336460 0.121 -0.555 -0.394
C 3.800986 2.512146 -1.700720 -10.362 -0.434 -1.915
C 0.257767 5.754202 -2.829341 -0.928 0.090 -0.005
H 3.215503 3.922199 -3.318440 2.453 3.162 -2.339
H 2.126433 0.367626 1.634555 -2.311 1.843 -1.790
H -2.356085 0.121659 1.709005 0.339 -0.768 0.890
H -0.776821 -5.659945 -1.046684 5.213 -5.829 -1.479
H -0.854648 -1.056786 1.241293 -1.862 2.021 1.938
H 1.034975 0.129020 0.203620 -0.957 -0.412 0.586
H -2.335616 -5.213112 -1.111066 -2.902 -0.313 -0.338
C 1.200289 0.910362 0.958883 9.927 -3.641 -6.241
H 4.385417 1.898489 -2.162446 4.390 -2.792 -3.008
C -1.115238 -4.475404 0.631973 -6.614 -5.592 -4.461
C -3.092659 -2.516832 2.383512 8.723 2.643 -1.600
C 1.961640 2.443632 -3.734736 5.501 -6.245 -1.521
C -0.117469 3.457537 -4.326673 3.844 3.096 5.097
H 2.345241 0.558623 -1.451949 -0.415 -0.312 -1.900
H -2.248212 -1.261261 3.869753 -3.514 2.266 5.137
H 0.921291 2.284591 -5.689578 1.695 1.860 1.680
H -1.352622 -4.725367 3.123911 -2.064 -0.539 -1.819
C 1.778880 2.019778 -0.075344 5.534 -1.182 6.353
H 1.959266 3.903120 -5.131185 -1.428 -0.394 -0.652
O -0.321760 -3.870475 1.177486 2.846 2.320 1.957
C -1.498927 -0.353280 2.253133 1.486 -3.845 -6.158
H 3.611740 0.902457 -0.467109 -0.680 -0.145 0.850
C 0.232331 1.422845 1.666760 -4.738 4.588 8.801
H 0.211989 -0.065995 3.250943 1.353 -0.867 -1.039
H 0.695216 2.273429 2.398947 -0.863 -1.513 -1.726
H 4.105496 3.126430 -0.979323 1.649 2.243 2.750
H -3.783398 -1.830400 2.410464 -4.472 2.965 0.969
H -2.196173 -3.319934 4.740490 -3.747 -1.585 -0.837
H 2.021033 3.729744 -2.321619 -3.344 3.025 3.625
C -1.376246 -4.947294 -0.930661 0.567 9.755 3.691
H 2.872425 1.754403 -4.405951 -1.959 1.736 1.852
C -2.534472 -4.896421 2.517171 8.155 -3.650 3.950
H -4.287068 -3.984404 2.911939 1.571 0.104 -0.242
C -1.731304 -1.531101 3.105407 -3.290 -2.485 -3.550
H -0.993660 -3.951523 -1.359634 -0.785 -1.838 -0.534
H 1.417306 1.519447 -3.434046 0.046 0.954 0.771
H 1.118603 2.536149 -0.596201 -3.685 2.174 -2.024
H -0.275266 -2.696786 2.793284 -1.294 0.853 3.716
H -0.509573 3.719832 -5.179766 -3.978 1.170 -3.849
O -3.201898 -3.701123 4.449264 5.484 1.526 1.001